{"formula": "C62H80BBrClF5I2N13O4S2", "method": "ωB97M-V with the def2-TZVPD basis set", "total_charge": 1, "lumo_energy_ev": -5.3, "elements": ["C", "C", "C", "I", "C", "B", "N", "O", "C", "C", "C", "C", "C", "C", "C", "C", "Cl", "C", "C", "N", "I", "C", "C", "C", "Br", "C", "C", "C", "S", "C", "N", "N", "C", "O", "C", "C", "S", "O", "O", "C", "F", "F", "C", "F", "F", "F", "H", "H", "H", "H", "H", "H", "H", "H", "H", "H", "H", "H", "H", "H", "H", "H", "H", "H", "H", "H", "H", "H", "H", "H", "H", "H", "H", "H", "H", "H", "H", "H", "H", "H", "H", "N", "C", "C", "C", "C", "H", "H", "H", "H", "H", "N", "C", "C", "C", "C", "H", "H", "H", "H", "H", "N", "C", "C", "C", "C", "H", "H", "H", "H", "H", "N", "C", "C", "C", "C", "H", "H", "H", "H", "H", "N", "C", "C", "C", "C", "H", "H", "H", "H", "H", "N", "C", "C", "C", "C", "H", "H", "H", "H", "H", "N", "C", "C", "C", "C", "H", "H", "H", "H", "H", "N", "C", "C", "C", "C", "H", "H", "H", "H", "H", "N", "C", "C", "C", "C", "H", "H", "H", "H", "H"], "positions_angstrom": [[6.271, -1.933, 0.741], [4.835, -1.807, 0.108], [3.693, -1.036, 0.940], [4.372, -1.496, 3.007], [2.165, -1.062, 0.525], [1.803, 0.320, 1.382], [1.990, 0.597, 2.825], [1.352, 1.531, 0.766], [0.945, -2.047, 0.986], [0.282, -1.863, 2.435], [-1.129, -1.556, 2.707], [-1.753, -1.358, 3.996], [-0.956, -1.486, 5.232], [0.433, -1.872, 5.037], [0.986, -2.057, 3.723], [1.478, -3.538, 1.258], [0.367, -4.655, 2.251], [1.982, -4.495, 0.122], [2.177, -6.019, 0.605], [-0.125, -1.876, -0.100], [-1.185, -0.018, -0.198], [-1.144, -2.972, -0.155], [-2.538, -2.805, -0.834], [-3.751, -2.494, 0.154], [-5.367, -2.381, -1.005], [0.589, -1.684, -1.449], [-0.177, -1.604, -2.810], [-1.202, -0.641, -3.434], [-0.724, 0.972, -4.174], [-1.458, 2.255, -3.153], [-0.881, 3.451, -3.246], [-1.535, 4.292, -2.396], [-2.489, 3.554, -1.808], [-2.497, 2.232, -2.255], [2.003, -0.921, -1.107], [2.876, -1.914, -2.036], [2.464, 0.632, -1.943], [3.442, 1.400, -1.132], [1.355, 1.593, -2.038], [3.326, 0.707, -3.566], [4.697, 0.608, -3.341], [3.193, 2.015, -3.984], [3.110, -0.182, -4.824], [3.868, -1.333, -4.864], [3.651, 0.552, -5.871], [1.868, -0.495, -5.255], [6.449, -2.859, 1.347], [6.939, -2.125, -0.159], [6.704, -1.004, 1.176], [5.059, -1.092, -0.738], [4.566, -2.829, -0.227], [4.040, 0.046, 0.887], [2.737, 1.279, 2.992], [1.117, 0.894, 3.263], [1.927, 2.274, 1.016], [-1.854, -1.488, 1.872], [-2.838, -1.112, 4.105], [-1.344, -1.340, 6.260], [1.051, -2.034, 5.955], [2.023, -2.428, 3.727], [2.370, -3.421, 1.938], [1.361, -4.618, -0.796], [3.056, -4.227, -0.090], [2.681, -6.102, 1.594], [2.918, -6.442, -0.138], [1.262, -6.637, 0.476], [-1.444, -3.360, 0.859], [-0.642, -3.865, -0.632], [-2.647, -2.167, -1.734], [-2.811, -3.841, -1.204], [-3.669, -1.479, 0.619], [-3.907, -3.301, 0.906], [0.965, -2.757, -1.545], [-0.732, -2.600, -2.825], [0.523, -1.824, -3.671], [-2.166, -0.429, -2.889], [-1.605, -1.184, -4.345], [-3.147, 4.034, -1.050], [2.432, -2.114, -3.038], [3.895, -1.516, -2.294], [3.064, -2.911, -1.588], [-2.042, 5.321, 1.191], [-2.226, 6.678, 1.181], [-3.032, 7.002, 2.241], [-3.342, 5.796, 2.922], [-2.716, 4.777, 2.254], [-1.496, 4.804, 0.523], [-1.771, 7.292, 0.421], [-3.361, 7.995, 2.501], [-3.955, 5.690, 3.804], [-2.691, 3.714, 2.440], [-1.781, 5.503, -5.513], [-1.707, 6.718, -6.136], [-2.795, 6.835, -6.965], [-3.557, 5.647, -6.832], [-2.907, 4.847, -5.928], [-1.112, 5.146, -4.851], [-0.890, 7.392, -5.938], [-3.018, 7.681, -7.595], [-4.477, 5.406, -7.341], [-3.147, 3.867, -5.544], [3.054, -5.140, -6.096], [3.761, -3.988, -5.869], [5.095, -4.307, -5.865], [5.197, -5.702, -6.103], [3.923, -6.187, -6.244], [2.052, -5.206, -6.147], [3.257, -3.052, -5.732], [5.908, -3.615, -5.710], [6.103, -6.284, -6.165], [3.560, -7.184, -6.436], [0.594, -8.024, 3.544], [0.106, -9.302, 3.587], [1.017, -10.080, 4.253], [2.094, -9.238, 4.633], [1.804, -7.976, 4.184], [0.135, -7.241, 3.111], [-0.844, -9.547, 3.140], [0.921, -11.136, 4.449], [2.981, -9.526, 5.174], [2.352, -7.050, 4.264], [-4.897, -3.866, 5.195], [-6.104, -3.594, 5.782], [-5.883, -3.359, 7.113], [-4.488, -3.488, 7.339], [-3.904, -3.797, 6.138], [-4.761, -4.081, 4.224], [-7.014, -3.594, 5.203], [-6.638, -3.120, 7.845], [-3.970, -3.366, 8.278], [-2.875, -3.976, 5.867], [4.298, 1.978, 5.118], [5.562, 2.262, 5.559], [5.620, 3.603, 5.840], [4.340, 4.150, 5.563], [3.545, 3.124, 5.122], [3.971, 1.069, 4.835], [6.309, 1.488, 5.633], [6.485, 4.133, 6.205], [4.037, 5.178, 5.675], [2.512, 3.110, 4.812], [-6.314, 5.837, 5.775], [-6.577, 7.008, 6.434], [-5.955, 6.955, 7.655], [-5.286, 5.707, 7.735], [-5.522, 5.041, 6.560], [-6.648, 5.599, 4.858], [-7.183, 7.774, 5.979], [-5.977, 7.727, 8.407], [-4.696, 5.339, 8.560], [-5.199, 4.071, 6.216], [3.825, 4.691, -3.111], [5.095, 4.977, -2.689], [5.155, 6.318, -2.408], [3.870, 6.861, -2.664], [3.071, 5.832, -3.094], [3.497, 3.782, -3.389], [5.844, 4.204, -2.627], [6.024, 6.850, -2.055], [3.565, 7.889, -2.547], [2.034, 5.814, -3.390], [-5.160, 1.842, -6.962], [-6.410, 1.507, -6.513], [-7.243, 1.436, -7.599], [-6.466, 1.733, -8.748], [-5.186, 1.977, -8.325], [-4.350, 1.970, -6.383], [-6.597, 1.351, -5.463], [-8.294, 1.195, -7.572], [-6.808, 1.765, -9.771], [-4.294, 2.236, -8.872]]}


{"formula": "C16H28BNO32S6", "method": "ωB97M-V with the def2-TZVPD basis set", "de_lowest_kcal_mol": 33.77, "total_charge": 0, "lumo_energy_ev": -1.4, "elements": ["N", "H", "H", "H", "H", "O", "C", "O", "B", "O", "C", "O", "O", "C", "O", "C", "O", "O", "C", "C", "O", "S", "O", "O", "O", "H", "H", "H", "H", "C", "C", "O", "S", "O", "O", "O", "H", "H", "H", "H", "C", "C", "O", "S", "O", "O", "O", "H", "H", "H", "H", "C", "C", "O", "S", "O", "O", "O", "H", "H", "H", "H", "C", "C", "O", "S", "O", "O", "O", "H", "H", "H", "H", "C", "C", "O", "S", "O", "O", "O", "H", "H", "H", "H"], "positions_angstrom": [[-4.567, -3.491, -0.189], [-3.874, -3.546, 0.571], [-4.227, -2.889, -0.971], [-5.501, -3.160, 0.048], [-4.711, -4.399, -0.643], [-0.671, 4.429, -0.844], [-0.918, 3.322, -0.444], [-0.347, 2.172, -0.800], [-1.235, 1.102, -0.334], [-2.188, 1.678, 0.587], [-2.155, 3.014, 0.430], [-2.900, 3.801, 0.901], [-1.825, 0.433, -1.523], [-1.898, -0.832, -1.291], [-2.571, -1.654, -1.871], [-1.012, -1.153, -0.032], [-0.528, 0.004, 0.352], [-0.872, -2.177, 0.586], [-1.641, -5.625, 3.024], [-2.481, -5.655, 4.281], [-3.101, -4.371, 4.355], [-2.448, -3.352, 3.307], [-2.072, -2.167, 3.936], [-3.338, -3.291, 2.199], [-1.206, -4.265, 2.941], [-2.293, -5.875, 2.182], [-0.820, -6.333, 3.007], [-1.880, -5.864, 5.172], [-3.202, -6.472, 4.314], [2.718, 3.089, 0.389], [3.030, 2.229, 1.605], [3.621, 3.184, 2.524], [3.061, 4.654, 2.253], [4.081, 5.511, 1.781], [2.238, 5.079, 3.314], [2.112, 4.208, 1.030], [2.011, 2.507, -0.203], [3.570, 3.377, -0.223], [3.743, 1.416, 1.510], [2.085, 1.904, 2.045], [1.894, 6.704, -0.873], [2.802, 5.935, -1.813], [2.214, 6.119, -3.115], [1.208, 7.369, -3.104], [-0.085, 6.805, -3.004], [1.543, 8.301, -4.092], [1.653, 7.882, -1.647], [2.455, 6.887, 0.040], [0.968, 6.167, -0.668], [2.979, 4.882, -1.622], [3.794, 6.385, -1.926], [-1.386, 2.590, -4.261], [-1.222, 4.060, -3.965], [-1.347, 4.628, -5.292], [-0.532, 3.739, -6.325], [0.787, 4.229, -6.433], [-1.288, 3.552, -7.503], [-0.631, 2.388, -5.459], [-2.419, 2.231, -4.259], [-0.887, 1.948, -3.533], [-0.197, 4.312, -3.672], [-1.829, 4.503, -3.184], [2.240, -1.245, 2.348], [1.250, -2.139, 3.079], [2.086, -3.159, 3.642], [3.323, -3.470, 2.677], [3.024, -4.617, 1.901], [4.524, -3.400, 3.393], [3.123, -2.187, 1.754], [2.809, -0.711, 3.116], [1.713, -0.556, 1.694], [0.504, -2.554, 2.402], [0.712, -1.690, 3.911], [-0.091, -4.896, -0.100], [0.943, -6.007, -0.025], [0.426, -7.052, -0.885], [-1.169, -7.058, -0.795], [-1.517, -7.764, 0.386], [-1.751, -7.410, -2.023], [-1.331, -5.501, -0.522], [0.088, -4.179, -0.898], [-0.177, -4.369, 0.840], [1.097, -6.500, 0.936], [1.913, -5.693, -0.403]]}


{"formula": "CH2IOP", "method": "ωB97M-V with the def2-TZVPD basis set", "de_lowest_kcal_mol": 89.96, "total_charge": 0, "lumo_energy_ev": -1.0, "elements": ["C", "O", "P", "I", "H", "H"], "positions_angstrom": [[-0.202, -0.252, 0.464], [-2.338, 2.877, -0.409], [-1.214, 0.885, 1.012], [-2.899, 1.069, -0.767], [0.672, -0.449, 1.171], [-0.164, -0.802, -0.354]]}


{"formula": "C35H92F6N2O15S2", "method": "ωB97M-V with the def2-TZVPD basis set", "de_lowest_kcal_mol": 0.00, "total_charge": 0, "lumo_energy_ev": -0.4, "elements": ["N", "H", "H", "H", "H", "C", "F", "F", "F", "S", "O", "O", "N", "S", "O", "O", "C", "F", "F", "F", "C", "C", "C", "O", "H", "H", "H", "H", "H", "H", "H", "H", "C", "C", "C", "O", "H", "H", "H", "H", "H", "H", "H", "H", "C", "C", "C", "O", "H", "H", "H", "H", "H", "H", "H", "H", "C", "C", "C", "O", "H", "H", "H", "H", "H", "H", "H", "H", "C", "C", "C", "O", "H", "H", "H", "H", "H", "H", "H", "H", "C", "C", "C", "O", "H", "H", "H", "H", "H", "H", "H", "H", "C", "C", "C", "O", "H", "H", "H", "H", "H", "H", "H", "H", "C", "C", "C", "O", "H", "H", "H", "H", "H", "H", "H", "H", "C", "C", "C", "O", "H", "H", "H", "H", "H", "H", "H", "H", "C", "C", "C", "O", "H", "H", "H", "H", "H", "H", "H", "H", "C", "C", "C", "O", "H", "H", "H", "H", "H", "H", "H", "H"], "positions_angstrom": [[0.223, 1.703, -2.621], [0.899, 1.204, -3.188], [0.722, 2.570, -2.451], [0.006, 1.171, -1.775], [-0.611, 1.930, -3.147], [-3.004, 0.951, -0.027], [-3.263, -0.291, 0.200], [-2.855, 1.142, -1.337], [-3.969, 1.675, 0.467], [-1.345, 1.434, 0.805], [-1.174, 2.842, 0.586], [-1.431, 0.945, 2.196], [-0.277, 0.513, -0.318], [0.596, -0.386, 0.639], [1.424, 0.365, 1.558], [-0.116, -1.469, 1.273], [1.785, -1.291, -0.635], [1.043, -2.153, -1.294], [2.192, -0.293, -1.438], [2.764, -1.860, 0.068], [0.013, -6.467, -0.181], [1.512, -6.253, -0.690], [2.368, -5.481, 0.288], [2.114, -7.470, -0.888], [-0.465, -5.494, -0.066], [-0.010, -7.006, 0.766], [-0.619, -7.058, -0.844], [1.702, -5.755, -1.644], [1.968, -4.473, 0.407], [3.409, -5.464, -0.033], [2.184, -5.887, 1.283], [1.540, -8.101, -1.328], [0.049, 2.826, 5.370], [1.374, 3.530, 5.445], [1.907, 3.633, 6.867], [2.351, 2.816, 4.680], [-0.802, 3.453, 5.639], [0.030, 1.904, 5.950], [-0.265, 2.570, 4.357], [1.409, 4.540, 5.031], [1.420, 4.437, 7.421], [2.919, 4.031, 6.773], [1.871, 2.676, 7.385], [3.007, 3.516, 4.628], [4.313, 0.604, 2.908], [4.456, -0.945, 2.858], [5.735, -1.376, 2.122], [4.629, -1.411, 4.171], [3.452, 0.963, 3.473], [4.212, 1.084, 1.933], [5.223, 1.050, 3.312], [3.552, -1.413, 2.466], [5.661, -0.672, 1.289], [5.717, -2.365, 1.669], [6.661, -1.064, 2.604], [4.180, -0.756, 4.712], [-2.876, -2.294, -4.002], [-2.469, -1.933, -2.567], [-2.107, -3.270, -1.741], [-1.307, -1.082, -2.566], [-2.095, -2.874, -4.497], [-2.753, -1.353, -4.541], [-3.823, -2.770, -4.251], [-3.290, -1.395, -2.093], [-1.671, -2.976, -0.785], [-1.390, -3.917, -2.245], [-3.060, -3.768, -1.563], [-1.262, -0.461, -1.833], [-5.900, -3.034, 1.124], [-4.528, -3.075, 1.855], [-4.540, -2.478, 3.221], [-3.984, -4.320, 1.812], [-6.333, -2.040, 1.009], [-6.636, -3.628, 1.667], [-5.847, -3.454, 0.119], [-3.934, -2.430, 1.202], [-5.206, -1.614, 3.205], [-3.557, -2.015, 3.310], [-4.937, -3.125, 4.003], [-3.134, -4.296, 2.263], [4.800, 1.769, -1.772], [5.825, 2.326, -2.702], [7.219, 2.273, -2.198], [5.794, 1.490, -3.847], [4.873, 2.341, -0.845], [5.021, 0.759, -1.425], [3.774, 1.782, -2.141], [5.470, 3.329, -2.944], [7.309, 3.067, -1.455], [7.872, 2.586, -3.012], [7.524, 1.332, -1.741], [4.865, 1.380, -4.065], [-2.577, 5.209, 1.996], [-2.159, 6.485, 2.691], [-0.894, 7.199, 2.153], [-3.225, 7.384, 2.706], [-1.724, 4.540, 2.126], [-2.741, 5.301, 0.923], [-3.327, 4.607, 2.511], [-2.065, 6.281, 3.760], [-0.946, 7.416, 1.084], [0.035, 6.636, 2.232], [-0.806, 8.217, 2.533], [-3.975, 7.110, 3.237], [-6.819, 3.341, -4.174], [-5.553, 3.661, -3.344], [-5.718, 3.289, -1.851], [-4.440, 3.042, -3.904], [-6.728, 3.617, -5.226], [-7.672, 3.922, -3.823], [-7.007, 2.267, -4.199], [-5.231, 4.702, -3.392], [-5.358, 2.274, -1.679], [-6.733, 3.306, -1.454], [-5.105, 3.994, -1.290], [-4.692, 2.393, -4.566], [1.703, 4.932, -3.104], [1.119, 5.301, -1.754], [-0.161, 6.161, -2.003], [0.826, 4.063, -1.116], [1.026, 4.296, -3.674], [2.617, 4.377, -2.884], [2.083, 5.771, -3.685], [1.771, 5.955, -1.174], [-0.709, 5.630, -2.782], [-0.050, 7.220, -2.235], [-0.839, 6.199, -1.148], [0.251, 4.129, -0.347], [-1.517, -4.782, 4.538], [-0.702, -3.803, 3.780], [0.556, -4.496, 3.274], [-1.499, -3.299, 2.662], [-1.001, -5.096, 5.446], [-1.791, -5.738, 4.090], [-2.466, -4.300, 4.776], [-0.463, -2.919, 4.372], [0.321, -5.203, 2.477], [1.138, -5.173, 3.899], [1.221, -3.794, 2.770], [-0.920, -2.767, 2.106], [3.419, -5.361, -5.039], [1.908, -5.251, -5.101], [1.356, -3.942, -4.576], [1.569, -5.178, -6.480], [3.968, -4.567, -5.544], [3.698, -6.290, -5.538], [3.696, -5.541, -3.999], [1.507, -6.100, -4.545], [1.829, -3.108, -5.092], [1.597, -3.916, -3.512], [0.269, -3.963, -4.640], [2.033, -5.895, -6.919]]}


We obtain DFT total energy values of -8372.74703, -5502.96558, -753.42939, -4022.20981 hartree for the records listed above, in that order.